{
  "formula": "C16H21BBrF3N8STi",
  "method": "ωB97M-V/def2-TZVPD",
  "elements": ["Ti", "C", "N", "C", "C", "N", "N", "C", "N", "N", "H", "H", "H", "H", "H", "H", "H", "H", "H", "H", "H", "F", "C", "F", "F", "C", "C", "C", "C", "N", "C", "S", "H", "H", "H", "B", "C", "N", "H", "H", "H", "Br", "C", "C", "C", "N", "C", "C", "H", "H", "H", "H"],
  "coordinates": [[-0.112, 0.216, -0.254], [4.609, 0.094, -1.542], [3.262, 0.002, -2.105], [2.977, -1.188, -2.902], [2.247, 0.763, -1.698], [0.983, 0.522, -1.945], [2.587, 1.936, -1.029], [1.787, 2.615, -0.144], [2.273, 3.807, 0.264], [0.676, 2.098, 0.272], [4.961, -0.910, -1.317], [4.611, 0.646, -0.606], [5.304, 0.551, -2.248], [3.914, -1.566, -3.302], [2.338, -0.947, -3.751], [2.514, -1.966, -2.289], [0.853, -0.311, -2.506], [3.509, 2.300, -1.193], [3.076, 4.241, -0.152], [1.734, 4.362, 0.904], [0.189, 2.702, 0.920], [0.638, -4.217, 2.343], [1.044, -3.279, 3.213], [0.871, -3.774, 4.451], [2.360, -3.102, 3.039], [0.254, -2.008, 3.038], [-0.717, -1.683, 3.959], [-1.473, -0.517, 3.803], [-1.277, 0.227, 2.670], [-0.371, -0.104, 1.736], [0.464, -1.164, 1.925], [1.688, -1.286, 0.741], [-0.883, -2.328, 4.810], [-2.205, -0.223, 4.540], [-1.870, 1.113, 2.471], [-3.025, -3.022, -0.710], [-1.753, -2.178, -0.842], [-0.874, -1.417, -0.935], [-3.858, -2.369, -1.299], [-2.886, -4.112, -1.187], [-3.247, -3.064, 0.481], [-6.041, 2.822, -1.785], [-4.367, 2.107, -1.326], [-3.200, 2.639, -1.860], [-1.991, 2.098, -1.487], [-1.881, 1.074, -0.618], [-3.025, 0.552, -0.132], [-4.274, 1.034, -0.453], [-3.240, 3.463, -2.558], [-1.065, 2.485, -1.891], [-2.929, -0.296, 0.532], [-5.157, 0.566, -0.043]],
  "forces_ev_per_a": [[2.268, 0.271, 0.519], [0.149, 0.044, -0.065], [-0.024, 0.021, 0.075], [0.003, -0.058, -0.073], [0.233, 0.179, -0.306], [0.491, 0.226, -0.525], [0.011, -0.160, 0.053], [-0.120, 0.120, 0.165], [-0.013, -0.031, -0.033], [0.539, 0.634, -0.214], [-0.040, -0.009, 0.000], [-0.035, -0.025, 0.016], [-0.028, 0.014, 0.010], [0.015, 0.011, 0.020], [-0.007, 0.017, 0.015], [-0.026, 0.016, -0.009], [0.029, -0.114, 0.048], [0.075, -0.031, 0.031], [-0.010, -0.024, -0.046], [0.022, 0.030, 0.045], [-0.054, 0.038, 0.059], [0.085, 0.086, 0.067], [0.020, -0.131, -0.017], [0.018, -0.039, -0.099], [-0.077, 0.019, 0.060], [-0.066, 0.025, 0.027], [0.125, 0.060, -0.105], [-0.009, 0.049, -0.022], [-0.214, -0.037, 0.075], [-0.113, -0.489, 1.345], [-0.122, 0.216, 0.375], [0.285, -0.051, -0.201], [0.024, 0.015, 0.003], [-0.016, 0.007, -0.027], [0.000, -0.016, -0.019], [-0.392, -0.180, 0.085], [0.428, 0.181, -0.333], [-1.221, -1.886, -0.705], [-0.089, 0.057, 0.003], [0.112, -0.075, -0.016], [-0.015, 0.022, 0.086], [0.157, -0.067, 0.023], [0.074, -0.047, 0.018], [-0.206, 0.117, -0.080], [0.022, -0.049, 0.179], [-2.273, 0.991, -0.429], [0.113, 0.017, -0.023], [-0.181, 0.086, -0.056], [0.046, -0.011, -0.003], [0.021, 0.007, -0.005], [-0.044, -0.034, -0.018], [0.029, -0.010, 0.029]],
  "charge": 1,
  "s2": 0.7557,
  "e_lumo_ev": [-2.969, -3.219],
  "multiplicity": 2,
  "homo_lumo_gap_ev": [7.4, 7.7],
  "e_homo_ev": [-10.4, -11.0]
}

=====

{
  "formula": "CH2BrNO4",
  "method": "ωB97M-V/def2-TZVPD",
  "elements": ["O", "N", "O", "C", "O", "O", "Br", "H", "H"],
  "coordinates": [[1.092, -2.522, 0.876], [0.724, -1.816, -0.027], [0.655, -2.111, -1.213], [0.433, -0.292, 0.214], [0.150, -0.103, 1.480], [-0.149, 0.118, -0.820], [2.597, 0.373, -0.037], [-0.012, 0.876, 1.628], [-0.001, -0.615, -1.451]],
  "forces_ev_per_a": [[-0.608, 0.603, -0.623], [1.113, -0.512, 0.757], [-0.344, -0.257, 0.237], [3.978, -1.711, 1.145], [-1.137, 1.942, -0.073], [-2.315, 2.066, -0.518], [-1.025, -0.260, 0.251], [0.250, -1.429, -0.094], [0.088, -0.440, -1.082]],
  "charge": 0,
  "relative_energy_kj_mol": 171.6,
  "e_lumo_ev": -1.215,
  "smiles": "O=[N+]([O-])C(O)(O)Br",
  "homo_lumo_gap_ev": 8.9,
  "e_homo_ev": -10.2
}